(1)
A structure of composition C18H26I2N4O6PdSi2, computed with ωB97M-V/def2-TZVPD.

The LUMO energy (spin up / spin down) is -0.390 / -2.114 eV. Its HOMO-LUMO gap (spin up / spin down) is 5.027 / 6.713 eV. The multiplicity is 5. As for the expectation value of S²: 6.03. The value obtained for the total energy is -72762.0779 eV. The HOMO energy (spin up / spin down) comes out at -5.42 / -8.83 eV. The largest force on an atom is 0.0107 Eh/bohr.

```
59
Properties=species:S:1:pos:R:3:forces:R:3:mulliken_spin:R:1
Pd 0.887357 -1.342977 -1.546328 0.0769 0.0300 0.3797 1.30
I 1.997587 -0.211884 -4.285543 0.1036 0.0382 -0.1495 0.02
C 1.251184 -2.075219 -4.971190 0.0537 -0.0265 -0.0397 0.00
I -0.650952 -2.519709 -4.165531 -0.1010 0.0223 -0.1038 0.02
H 1.938619 -2.839528 -4.632413 -0.0087 0.0014 0.0153 0.00
H 1.177203 -2.031807 -6.049822 -0.0039 -0.0054 0.0010 0.00
C 3.464661 0.330516 2.509394 -0.0178 -0.0304 0.0079 0.02
Si 2.536703 0.103398 0.923129 0.3155 0.0924 0.0785 -0.02
C 0.791022 2.563017 0.675488 -0.0072 0.1160 -0.0381 0.07
C 3.268013 1.017127 -0.502236 -0.0179 0.0425 -0.1219 0.01
C 1.667429 -1.435233 0.609971 -0.0255 -0.0812 -0.3717 0.29
Si 0.206220 -1.954455 1.480011 -0.2745 0.0934 0.1756 -0.01
C 0.248258 -2.185069 3.333027 0.0081 0.0552 -0.0463 0.04
C -2.174762 -0.242943 1.665521 -0.0643 0.0690 0.0604 0.08
C -0.900831 -3.221709 0.728614 -0.0801 -0.0453 -0.0599 0.00
H 3.791053 1.363454 2.645462 -0.0174 0.0102 -0.0143 0.00
H 4.354562 -0.301627 2.463847 -0.0262 0.0143 -0.0220 0.00
H 2.874175 0.031779 3.377144 -0.0230 -0.0080 0.0099 0.00
H 1.775130 2.961939 0.461166 0.0174 0.0246 0.0260 0.00
H 0.260570 3.196208 1.380920 -0.0171 0.0120 0.0247 0.00
H 0.226125 2.352604 -0.234206 0.2923 0.0664 0.4100 -0.03
H 3.844624 1.887897 -0.184915 -0.0038 0.0042 -0.0051 0.00
H 2.510794 1.307799 -1.232686 0.0173 -0.0037 0.0507 0.00
H 3.966485 0.328260 -0.986899 -0.0325 0.0532 0.0578 0.00
H 2.383827 -2.261444 0.577133 0.0202 0.0232 0.0707 -0.03
H 0.649646 -1.318588 3.861344 0.0208 0.0082 -0.0099 -0.01
H 0.905845 -3.028043 3.561230 0.0013 -0.0298 -0.0219 0.01
H -0.735478 -2.423718 3.744007 0.0047 0.0157 -0.0179 0.00
H -2.357863 -0.342106 2.732744 0.0039 -0.0377 0.0451 -0.02
H -2.554479 -1.087850 1.099625 0.0151 0.0792 0.0369 0.00
H -2.559715 0.686469 1.247561 0.0471 -0.1429 0.1458 -0.03
H -0.260475 -4.079416 0.496990 0.0117 -0.0446 0.0174 0.00
H -1.343844 -2.880367 -0.207320 0.0531 -0.0906 0.1489 0.00
H -1.679338 -3.560064 1.413693 0.0203 -0.0191 0.0264 0.00
N 5.192899 -1.523124 0.356768 -0.0188 0.0285 0.0451 0.00
C 4.854145 -2.284870 -0.450991 -0.1233 -0.0351 0.0071 0.00
N 4.471884 -3.149248 -1.367612 0.3883 -0.1495 -0.0402 0.00
C 3.240160 -3.121838 -1.710317 -0.2776 0.2427 0.0868 0.04
N 2.108811 -3.088671 -2.017530 0.0423 -0.1820 -0.1068 0.03
O 1.027852 1.262580 1.359113 -0.0273 -0.0766 -0.1109 -0.03
C -0.027904 0.765464 2.060782 0.0120 0.0342 -0.0544 0.93
O -0.718597 -0.253075 1.434727 0.1660 -0.2082 0.4821 0.00
H -0.620023 1.480408 2.615807 -0.0671 0.0044 -0.0529 -0.03
O -1.193270 -0.979552 -1.086827 -0.1073 0.1495 -0.2889 0.21
C -1.051319 0.303628 -1.231541 0.0736 -0.1666 -0.0837 0.12
O 0.172260 0.708333 -1.364354 -0.0999 -0.1442 -0.3317 0.18
C -2.151486 1.192724 -1.167169 0.0279 0.0186 0.0026 0.12
C -1.964742 2.602889 -1.238644 -0.0508 0.1123 -0.0755 0.09
C -2.993900 3.464654 -0.992781 0.0115 0.0243 0.0034 0.01
C -4.275559 2.955045 -0.682098 0.0279 -0.0042 0.0123 0.18
C -4.506735 1.559503 -0.699204 0.0062 -0.0459 -0.0272 -0.01
C -3.471217 0.705240 -0.943384 -0.1725 0.0550 -0.1447 0.10
N -5.322274 3.835324 -0.365702 -0.1018 0.0967 0.0476 0.03
O -5.086249 5.053792 -0.341276 -0.0294 -0.1502 -0.0109 0.12
O -6.440146 3.360702 -0.110309 0.1314 0.0573 -0.0267 0.12
H -0.992373 2.992314 -1.521100 -0.1525 0.0096 -0.0628 0.02
H -2.861852 4.535317 -1.040393 -0.0050 0.0021 -0.0123 0.01
H -5.509436 1.200394 -0.521311 -0.0037 -0.0016 -0.0042 0.02
H -3.640284 -0.364643 -0.963585 -0.0122 0.0224 -0.0198 0.02
```
Positions in Å, forces in eV/Å.

(2)
An isolated molecule of C18H26N2O2, computed with ωB97M-V/def2-TZVPD.

The LUMO energy is 0.747 eV. Its HOMO-LUMO gap is 9.567 eV. The multiplicity is 1. As for the SMILES: CCCCNC(=O)[C@@H]1CC(=O)N(CCc2ccc(C)cc2)C1. The value obtained for the total energy is -26164.9053 eV. The HOMO energy comes out at -8.82 eV. The largest force on an atom is 0.0126 Eh/bohr.

```
48
Properties=species:S:1:pos:R:3:forces:R:3:nbo_charge:R:1
C -6.477281 -2.704443 0.221251 -0.0433 0.2368 0.0990 -0.60
C -6.013952 -1.289044 0.542926 0.2242 -0.2095 -0.1160 -0.39
C -4.563312 -1.062503 0.125976 -0.2349 0.3419 0.1762 -0.40
C -4.100891 0.359204 0.444735 -0.1901 -0.1723 -0.0715 -0.22
N -2.722971 0.570117 0.063609 -0.0764 -0.2800 0.3485 -0.62
C -2.361773 1.367698 -0.961585 0.6436 0.0503 -0.0519 0.68
O -3.144361 2.051370 -1.586975 -0.2388 0.2139 -0.2662 -0.62
C -0.858291 1.388501 -1.250351 -0.1606 0.0817 -0.1886 -0.31
H -0.725157 1.975489 -2.160341 -0.0858 -0.0510 0.1469 0.24
C -0.259664 -0.015596 -1.364353 0.0413 -0.0242 -0.0447 -0.51
C 0.286646 -0.311308 0.025057 -0.1782 -0.2658 -0.3164 0.68
O 0.582584 -1.395899 0.474378 0.1054 -0.3116 0.0581 -0.62
N 0.343874 0.860598 0.698733 -0.0879 0.3403 0.1602 -0.45
C -0.087704 2.004152 -0.069301 0.0854 0.2796 -0.0558 -0.20
H -0.718568 2.657022 0.542474 0.0544 -0.0019 -0.0570 0.21
H 0.769263 2.589009 -0.424342 -0.0619 0.0204 0.0169 0.19
C 0.989688 0.995380 1.977652 0.1404 -0.0269 0.2083 -0.21
H 0.998286 -0.001802 2.425484 -0.0435 0.1207 0.0299 0.23
C 2.436001 1.506042 1.846444 -0.2154 -0.1772 -0.0601 -0.43
C 3.214726 0.588499 0.946271 0.0966 0.1753 0.0556 -0.03
C 3.695556 -0.623517 1.425503 0.0397 0.0461 -0.0520 -0.18
C 4.340537 -1.507843 0.585052 -0.0159 0.0331 -0.0013 -0.20
C 4.522364 -1.210584 -0.760831 0.0164 0.0401 -0.0298 -0.03
C 4.049694 0.003343 -1.236324 0.0159 -0.1027 -0.0562 -0.16
C 3.403681 0.890767 -0.393806 -0.0435 0.0469 0.1066 -0.24
H 3.049125 1.833579 -0.788691 -0.0383 0.1137 -0.0092 0.20
H 4.183400 0.258854 -2.278546 0.0420 0.0107 -0.0964 0.20
C 5.198280 -2.191712 -1.669306 -0.0413 -0.0379 0.0168 -0.63
H 4.532822 -3.031709 -1.869127 0.0194 -0.0795 -0.0679 0.22
H 5.461806 -1.729740 -2.617719 0.0429 -0.0209 -0.0675 0.21
H 6.101360 -2.585450 -1.206397 0.0733 -0.0509 -0.0370 0.22
H 4.703404 -2.448412 0.973752 0.0470 -0.1050 0.0477 0.21
H 3.557315 -0.877096 2.466702 -0.0299 -0.0411 0.1282 0.21
H 2.431397 2.521192 1.444764 0.0565 0.0322 0.0495 0.21
H 2.880226 1.532702 2.842807 0.0007 0.0894 0.0111 0.22
H 0.402562 1.673524 2.605626 0.0065 -0.0944 -0.0047 0.20
H -0.974263 -0.772782 -1.684195 0.0657 -0.0355 0.0524 0.24
H 0.582925 -0.034020 -2.058748 0.0207 -0.0129 0.0150 0.25
H -2.033618 -0.016767 0.506892 0.0057 0.0963 -0.0516 0.40
H -4.694950 1.086392 -0.113082 0.0341 -0.0514 0.1426 0.23
H -4.211299 0.556662 1.516637 -0.0657 0.0288 -0.0830 0.19
H -3.918505 -1.776937 0.644913 0.0482 -0.0703 -0.0358 0.19
H -4.460783 -1.236048 -0.947264 0.0729 -0.0337 -0.0404 0.20
H -6.652164 -0.570262 0.025202 -0.0361 0.0793 0.0498 0.20
H -6.113377 -1.108872 1.615827 -0.0491 0.0821 0.0266 0.19
H -7.510667 -2.846967 0.527673 -0.0972 -0.1071 -0.0036 0.21
H -5.861178 -3.435575 0.740129 0.0411 -0.1205 0.0307 0.20
H -6.406826 -2.894614 -0.847256 -0.0062 -0.0754 -0.1121 0.20
```
Positions in Å, forces in eV/Å.

(3)
A cluster of 2 separate species, C18H26N3 in total in a non-equilibrium geometry, computed with ωB97M-V/def2-TZVPD.

The LUMO energy is -3.851 eV. As for the net charge: +1. Its HOMO-LUMO gap is 6.908 eV. The multiplicity is 1. The value obtained for the total energy is -23552.2625 eV. The HOMO energy comes out at -10.76 eV. The largest force on an atom is 0.0472 Eh/bohr.

```
47
Properties=species:S:1:pos:R:3:forces:R:3:nbo_charge:R:1
C -1.050636 3.568285 -1.401312 -0.2823 -0.1081 -0.5718 -0.43
C -0.955297 2.495749 -0.334747 0.1159 -0.3399 0.3507 -0.24
N 0.206706 1.597847 -0.442812 0.2607 0.0001 -0.0101 -0.59
C 1.228075 2.079850 -1.054195 0.2055 -0.2627 0.1636 0.47
C 2.559100 1.349829 -1.255743 -0.6216 0.0268 -0.1928 -0.45
C 3.511748 2.449582 -1.726685 0.6765 0.0541 0.1202 -0.41
C 2.658027 3.677554 -2.056314 0.1065 0.0984 -0.2248 -0.20
N 1.328350 3.301059 -1.635498 0.2437 -0.0123 -0.0550 -0.42
C 0.277181 4.274935 -1.585832 -0.1871 0.4038 0.3751 -0.21
H -1.343166 3.109498 -2.355961 0.0099 0.0999 0.1690 0.21
H -1.818173 4.297305 -1.125875 0.0419 -0.1149 -0.1155 0.23
H -0.935637 2.992448 0.649371 -0.0397 -0.2675 -0.0980 0.18
H -1.832740 1.842841 -0.376211 -0.0808 0.2880 0.1336 0.20
H 2.896615 0.844084 -0.345589 -0.1604 0.1508 -0.1167 0.22
H 2.425678 0.586332 -2.034052 -0.0382 0.1136 0.1947 0.22
H 4.212165 2.713176 -0.925557 -0.0477 -0.1554 -0.2487 0.22
H 4.086219 2.137932 -2.600070 0.0572 0.0191 0.1903 0.22
H 3.008490 4.563294 -1.509708 -0.1287 -0.0882 -0.0419 0.19
H 2.685229 3.934747 -3.126417 -0.1191 -0.0987 0.2208 0.20
H 0.291521 4.858248 -2.513615 -0.0283 -0.0164 0.1726 0.21
H 0.443808 4.964697 -0.737888 0.0450 -0.0509 -0.2850 0.19
C -0.640261 -2.433615 4.028774 0.3345 -0.3290 -0.1251 -0.41
C 0.120489 -1.102463 4.091949 -0.2290 0.3881 0.0078 -0.42
C 0.562182 -0.766021 2.661648 0.5918 0.4656 0.5093 -0.24
N -0.219507 -1.669605 1.807839 -0.0901 0.3317 -2.4031 -0.26
C -0.187860 -1.575913 0.498764 0.4865 0.0407 1.4716 0.27
C -0.990007 -2.405684 -0.370303 -1.1226 -0.8240 -1.0956 -0.10
C -2.397025 -2.502799 -0.201521 0.7449 -0.1595 0.0278 -0.19
C -3.146854 -3.336315 -1.026045 0.0686 -0.0269 -0.1564 -0.21
C -2.529948 -4.057049 -2.061196 0.3131 0.2476 0.3199 -0.15
C -1.146108 -3.931729 -2.267909 -0.2865 -0.0205 0.0623 -0.20
C -0.383125 -3.107161 -1.444517 -0.2688 0.4709 0.5779 -0.18
C -1.054179 -2.612719 2.557576 -0.8769 -0.2100 0.9436 -0.24
H 0.000293 -3.269035 4.338059 -0.1895 0.2239 -0.0078 0.23
H -1.524363 -2.408493 4.671532 0.2436 -0.1535 -0.0819 0.24
H -0.554935 -0.312981 4.439549 0.2220 -0.1373 0.0571 0.22
H 0.975632 -1.152796 4.764270 -0.1209 0.0750 0.0034 0.24
H 0.356562 0.284569 2.402096 -0.0154 -0.4671 -0.1121 0.25
H 1.642251 -0.928679 2.502712 -0.4814 -0.1443 -0.0340 0.23
H 0.495616 -0.829065 0.066045 -0.2428 -0.1748 0.2698 0.27
H -2.875026 -1.910115 0.580061 0.0130 -0.2376 -0.3163 0.22
H -4.222054 -3.429832 -0.852473 0.3807 0.0794 -0.1555 0.24
H -3.124813 -4.712628 -2.704144 0.2488 0.2763 0.2605 0.24
H -0.667569 -4.483504 -3.080306 -0.1430 0.2128 0.3015 0.24
H 0.691387 -2.996630 -1.587163 -0.2293 -0.1184 -0.1097 0.23
H -0.947952 -3.652346 2.212816 0.1273 0.5134 -0.1802 0.25
H -2.116089 -2.336682 2.466598 0.4923 -0.0621 -0.1654 0.22
```
Positions in Å, forces in eV/Å.

(4)
An isolated molecule of C18H26N4O in a non-equilibrium geometry, computed with ωB97M-V/def2-TZVPD.

The LUMO energy is 0.564 eV. Its HOMO-LUMO gap is 8.602 eV. The multiplicity is 1. As for the SMILES: CCc1nc(NCCN2CCOCC2)c(C#N)c2c1CCCC2. The value obtained for the total energy is -27096.1992 eV. The HOMO energy comes out at -8.04 eV. The largest force on an atom is 0.0228 Eh/bohr.

```
49
Properties=species:S:1:pos:R:3:forces:R:3:nbo_charge:R:1
C -0.640041 -3.244309 -0.349875 -0.1212 0.0373 -0.1279 -0.59
H 0.379661 -2.895115 -0.209836 0.1100 0.0133 0.0408 0.21
H -0.611404 -4.282543 -0.672510 0.0432 -0.1004 0.0325 0.21
H -1.149670 -3.195255 0.609609 -0.0156 -0.0240 0.1231 0.20
C -1.351263 -2.386129 -1.398724 -0.0204 -0.0495 0.1162 -0.44
C -1.407290 -0.943621 -0.976851 -0.1450 0.1450 -0.0085 0.31
N -0.399383 -0.207178 -1.421324 0.2839 -0.0063 -0.1415 -0.53
C -0.326473 1.081156 -1.108527 -0.4274 0.2021 0.1223 0.48
N 0.671330 1.823622 -1.649776 -0.0100 0.3337 -0.0695 -0.57
H 0.777395 2.755686 -1.274293 -0.0607 -0.0740 -0.0070 0.40
C 1.862856 1.221197 -2.186255 0.3142 -0.0407 0.0045 -0.23
H 1.605201 0.195715 -2.450154 0.1144 0.1173 -0.0847 0.23
H 2.161958 1.757120 -3.092739 0.0028 -0.1524 0.0219 0.20
C 3.023530 1.265126 -1.176929 -0.2519 -0.0800 -0.0679 -0.23
N 2.583300 0.808139 0.127392 0.0808 0.1069 0.0046 -0.45
C 3.388719 1.271819 1.243820 0.2805 -0.1771 0.1043 -0.24
C 4.699181 0.486859 1.387278 -0.1451 0.3297 0.0354 -0.09
H 5.233156 0.783563 2.291415 0.0210 0.0592 -0.0808 0.20
O 4.449665 -0.897018 1.516972 -0.0245 -0.0523 0.1038 -0.53
C 3.712569 -1.387857 0.415639 -0.2893 0.0287 -0.1405 -0.09
H 3.528681 -2.443303 0.623101 -0.0086 0.0208 -0.1046 0.19
C 2.390661 -0.628592 0.245502 0.2867 -0.2289 0.0385 -0.26
H 1.848937 -0.992604 -0.626603 -0.0450 -0.0691 0.0406 0.22
H 1.771941 -0.795102 1.133486 -0.0356 -0.1173 -0.0559 0.20
H 4.318331 -1.307319 -0.501083 -0.0232 -0.0438 0.0630 0.16
H 5.345000 0.670152 0.513378 -0.0071 -0.0101 0.0735 0.16
H 3.597684 2.336814 1.128213 -0.0144 0.0172 0.0348 0.20
H 2.793380 1.129110 2.151431 0.0850 0.0621 0.0461 0.20
H 3.868353 0.694399 -1.593697 0.0105 0.1078 -0.0130 0.17
H 3.345046 2.304638 -1.063434 0.0684 -0.0386 -0.0242 0.19
C -1.317829 1.689279 -0.300949 0.0097 -1.1421 -0.2688 -0.31
C -2.389087 0.917308 0.160283 0.3599 0.0682 -0.1094 0.14
C -2.435537 -0.434136 -0.174969 0.0229 0.0543 -0.0049 -0.14
C -3.581556 -1.305635 0.267286 -0.0766 -0.0447 0.1111 -0.42
C -4.377425 -0.687905 1.412679 -0.1535 -0.0209 -0.2378 -0.39
C -4.720099 0.757578 1.079828 0.1483 -0.0366 0.2275 -0.39
C -3.433920 1.571499 1.017514 -0.2635 0.0186 -0.0172 -0.44
H -3.632217 2.579699 0.644775 0.0652 -0.0248 0.0651 0.23
H -3.024351 1.682351 2.027898 -0.0067 0.0601 -0.0297 0.23
H -5.387491 1.179767 1.833017 -0.0252 0.0291 -0.0654 0.21
H -5.231086 0.798058 0.115179 -0.0686 0.0202 -0.0228 0.20
H -5.285645 -1.269906 1.581041 0.0457 -0.0192 0.0590 0.21
H -3.785375 -0.715975 2.330486 -0.0013 -0.0250 0.0709 0.20
H -3.212191 -2.285784 0.571639 -0.0322 -0.0438 -0.0748 0.21
H -4.248393 -1.459882 -0.589004 -0.0411 -0.1144 0.0508 0.21
C -1.199602 3.049397 0.023263 0.0378 0.6303 0.1732 0.28
N -1.061228 4.163670 0.272630 0.0502 0.2534 0.0340 -0.34
H -2.356690 -2.770039 -1.573916 -0.0142 -0.0261 -0.0362 0.21
H -0.791274 -2.438521 -2.333329 -0.1131 0.0471 -0.0045 0.23
```
Positions in Å, forces in eV/Å.

Energy above the lowest of the compared OMol25 structures with the same formula, charge and spin list, top to bottom, in kcal per mole: 47.60 6.63 0.00 0.73